(1)
The following is a DFT calculation (ωB97M-V/def2-TZVPD) of C3H12N6O3Sn as an isolated structure at a distorted geometry.

Structure (XYZ):
```
25
Properties=species:S:1:pos:R:3:forces:R:3:nbo_charge:R:1
Sn -0.40457 -0.93326 -2.46658 0.3 1.7 1.9 1.791
C -3.54208 0.36897 -0.52696 1.3 -1.0 -2.1 0.774
O -2.96437 0.34363 -1.61143 2.7 -1.0 -2.6 -0.771
N -4.15005 1.39138 -0.09960 -2.5 3.5 2.9 -0.752
N -3.61881 -0.66161 0.27689 0.3 -2.4 1.6 -0.803
H -4.33661 2.30151 -0.49578 0.4 -0.4 -0.4 0.449
H -4.45663 1.20827 0.84517 -0.6 1.3 -0.1 0.388
H -3.20163 -1.54073 0.00632 -0.6 0.2 0.2 0.397
H -4.20911 -0.55541 1.08952 0.2 -0.9 0.0 0.411
C 3.29145 0.80062 -1.93888 3.1 0.2 2.7 0.801
O 2.27267 0.36409 -2.40182 -3.7 -2.5 -2.3 -0.784
N 3.29580 1.94829 -1.30109 -0.5 2.1 0.7 -0.789
N 4.47207 0.15880 -1.77915 0.4 -1.8 -1.1 -0.821
H 4.09589 2.18851 -0.73342 -0.5 0.4 0.0 0.408
H 2.36712 2.29851 -1.11403 0.5 0.5 0.2 0.409
H 4.60367 -0.74743 -2.20521 -0.1 0.2 -0.1 0.410
H 5.32240 0.55937 -1.40958 -0.4 0.3 -0.1 0.417
C 0.12888 -0.90688 1.50524 1.6 -0.8 1.0 0.789
O 0.23810 -0.46791 0.36515 0.0 0.3 -3.0 -0.778
N 1.14448 -1.07121 2.35002 2.3 0.8 -0.3 -0.805
N -0.95183 -1.37721 2.04645 -3.5 -1.0 0.3 -0.781
H 1.01800 -1.18105 3.34603 0.2 0.0 -0.3 0.419
H 2.06547 -0.93603 1.95810 0.0 0.2 0.5 0.418
H -1.67068 -1.65608 1.39407 -0.2 0.2 0.7 0.390
H -0.80963 -1.89703 2.90065 -0.7 -0.2 -0.3 0.412
```
Forces are in eV/Å.

Values from the calculation:
Net charge ... +2

---

(2)
The following is a DFT calculation (ωB97M-V/def2-TZVPD) of a 2-piece molecular cluster, C3H12NO overall at a distorted geometry.

Structure (XYZ):
```
17
Properties=species:S:1:pos:R:3:forces:R:3:nbo_charge:R:1
C 2.27767 -1.45772 1.99262 0.2 2.1 -0.6 -0.265
O 1.03010 -1.12191 1.31436 0.2 -0.4 -1.0 -0.767
H 3.14659 -0.90488 1.60673 -0.3 -0.1 -0.8 0.179
H 2.50764 -2.49994 1.82055 -0.2 -0.3 1.1 0.206
H 2.15307 -0.91326 2.92676 0.1 -1.4 0.8 0.215
H 0.80364 -1.90049 0.78959 -0.1 0.0 0.2 0.478
C -2.02016 1.35142 -1.95156 0.9 1.0 1.3 -0.630
C -1.49845 0.82548 -0.62544 -0.3 -0.3 0.7 -0.213
N -0.03578 0.49819 -0.69951 0.6 -0.6 -2.3 -0.694
H -1.45854 2.27202 -2.13191 0.1 -0.1 -0.5 0.218
H -3.03027 1.71866 -1.80440 -0.3 -0.5 -0.3 0.265
H -1.86772 0.63658 -2.73339 -0.4 -0.3 -0.6 0.224
H -2.00086 -0.07882 -0.28849 0.0 -0.1 -0.1 0.225
H -1.59669 1.55608 0.16353 -0.1 0.2 0.2 0.228
H 0.47342 0.03687 0.08762 -0.1 0.5 0.7 0.482
H 0.09647 -0.18166 -1.45541 -0.4 -0.5 0.1 0.416
H 0.48341 1.24450 -1.17562 0.1 0.5 1.0 0.432
```
Forces are in eV/Å.

Values from the calculation:
Net charge ... +1

---

(3)
The following is a DFT calculation (ωB97M-V/def2-TZVPD) of a 2-piece molecular cluster, C3H12NO overall.

Structure (XYZ):
```
17
Properties=species:S:1:pos:R:3:forces:R:3:nbo_charge:R:1
C 0.14673 -0.03314 -0.38327 -0.1 0.3 -0.6 -0.219
C -0.79090 0.57115 -1.43017 0.0 0.2 0.3 -0.420
C -0.10715 0.68027 -2.79010 -0.3 -0.5 0.0 -0.608
N -0.58019 -0.42877 0.86516 0.5 0.3 0.1 -0.685
H 0.91793 0.68154 -0.09636 0.0 -0.1 0.0 0.225
H 0.62614 -0.92375 -0.77201 0.1 -0.2 0.0 0.222
H -1.69917 -0.03034 -1.51716 0.0 -0.2 0.0 0.211
H -1.11477 1.56027 -1.08105 0.0 -0.1 -0.1 0.215
H 0.33404 -0.28804 -3.05687 0.1 0.3 0.0 0.213
H 0.64825 1.45936 -2.79734 0.1 0.0 -0.1 0.224
H -0.84688 0.87597 -3.56605 0.1 0.3 0.1 0.240
H -1.09430 -1.29186 0.73532 -0.2 -0.2 0.0 0.431
H -1.22935 0.30499 1.13100 -0.3 0.1 0.1 0.431
H 0.09919 -0.53427 1.65009 -0.1 0.0 0.1 0.475
H 1.76794 -0.09284 3.51488 -0.1 -0.2 0.0 0.518
H 1.10864 -1.51111 3.38731 0.3 0.2 0.2 0.504
O 1.13435 -0.62194 3.01187 -0.1 -0.1 -0.1 -0.978
```
Forces are in eV/Å.

Values from the calculation:
Net charge ... +1

---

(4)
The following is a DFT calculation (ωB97M-V/def2-TZVPD) of a 2-piece molecular cluster, C3H12NO overall at a distorted geometry.

Structure (XYZ):
```
17
Properties=species:S:1:pos:R:3:forces:R:3:nbo_charge:R:1
C -1.49618 -0.86388 -1.07480 1.2 0.9 -0.4 -0.627
C -0.03668 -0.77314 -0.49720 -1.3 -2.3 -1.9 -0.254
N 0.51616 0.60229 -0.48448 -0.5 -0.4 1.3 -0.522
C 1.95200 0.64678 0.07838 -1.8 -1.6 0.3 -0.406
H -1.52501 -0.13609 -1.90560 -0.7 0.1 0.5 0.212
H -1.56916 -1.79705 -1.64428 -0.3 -0.1 0.7 0.256
H -2.27239 -0.73723 -0.28055 0.5 0.0 -1.1 0.231
H -0.12863 -1.30228 0.42427 0.9 0.4 1.2 0.235
H 0.56843 -1.41676 -1.16284 0.1 0.6 0.4 0.223
H -0.15349 1.08211 0.17150 0.9 0.3 -0.7 0.478
H 0.41413 0.86808 -1.46613 0.2 0.8 0.4 0.435
H 1.79687 0.26084 1.09758 0.3 0.9 0.0 0.236
H 2.42285 1.61891 -0.01006 -0.1 -0.1 -0.1 0.253
H 2.42094 -0.21716 -0.38547 0.6 0.6 -0.5 0.230
H -0.56702 0.94472 2.97408 0.5 0.6 -0.2 0.500
H -1.51744 0.26803 2.12598 0.0 0.4 -0.6 0.484
O -0.82537 0.95183 2.03964 -0.6 -1.1 0.7 -0.967
```
Forces are in eV/Å.

Values from the calculation:
Net charge ... +1

---

(5)
The following is a DFT calculation (ωB97M-V/def2-TZVPD) of a 2-piece molecular cluster, C3H12NO overall at a distorted geometry.

Structure (XYZ):
```
17
Properties=species:S:1:pos:R:3:forces:R:3:nbo_charge:R:1
C 0.25915 0.23522 0.20063 0.0 -2.3 -1.1 -0.200
C -0.05302 1.06859 1.43378 2.5 -4.8 2.5 -0.426
C 1.30513 1.31601 2.25061 -0.7 0.1 -0.8 -0.609
N -1.01824 -0.33073 -0.46869 -1.2 -1.0 -1.9 -0.745
H 0.83355 -0.76889 0.38581 -0.8 2.2 0.2 0.226
H 0.77793 0.72025 -0.64334 -0.1 0.2 0.6 0.223
H -0.45942 1.97577 1.30884 -1.7 3.2 -1.1 0.225
H -0.75785 0.43539 2.07252 0.8 0.9 -0.7 0.208
H 1.93723 2.00313 1.63265 -0.6 0.0 1.1 0.222
H 1.93392 0.45182 2.35529 0.0 -0.9 -0.3 0.215
H 1.10315 1.55813 3.31646 0.1 0.7 -1.0 0.246
H -1.68953 0.39822 -0.79360 0.7 -0.3 0.5 0.429
H -1.59497 -0.95255 0.14182 0.8 0.7 -0.2 0.430
H -0.84573 -0.95758 -1.42386 0.1 1.2 2.0 0.483
H 0.54761 -1.48704 -2.90775 -1.1 -1.0 -0.3 0.510
H -0.54427 -2.69253 -2.99589 0.5 -0.1 -0.1 0.520
O -0.39769 -1.76099 -2.80977 0.7 1.2 0.5 -0.957
```
Forces are in eV/Å.

Values from the calculation:
Net charge ... +1

---

(6)
The following is a DFT calculation (ωB97M-V/def2-TZVPD) of a 3-piece molecular cluster, C3H12NO2 overall at a distorted geometry.

Structure (XYZ):
```
18
Properties=species:S:1:pos:R:3:forces:R:3:nbo_charge:R:1
C 0.44360 0.48259 -1.74591 -0.8 -0.3 1.1 -0.663
C 1.24755 0.83820 -0.54161 0.9 0.0 -0.5 0.144
C 1.93319 1.94973 -0.31732 -0.7 -0.8 0.1 -0.352
N 1.44798 -0.30412 0.39279 -1.3 0.7 0.3 -0.734
H -0.53154 0.09950 -1.41363 0.0 0.2 -0.1 0.229
H 0.87290 -0.36193 -2.27645 0.3 0.2 -0.4 0.236
H 0.27406 1.37050 -2.33795 0.1 -0.1 -0.4 0.259
H 2.54987 2.00559 0.56554 0.2 0.5 0.0 0.214
H 1.81809 2.76183 -1.01508 0.2 0.3 0.1 0.243
H 2.07141 -1.00397 -0.00303 0.1 -0.1 0.2 0.436
H 1.74265 0.06472 1.29970 0.6 -0.3 -0.2 0.441
H 0.49130 -0.71309 0.66128 0.4 -0.1 -0.1 0.472
H -1.65772 -0.91166 1.17493 0.3 -0.4 0.4 0.526
H -0.74800 -1.95762 1.90003 -0.3 0.1 0.1 0.495
O -0.80633 -1.02131 1.67305 0.0 0.1 -0.7 -0.973
H -3.90695 -0.61628 1.25682 0.1 0.0 -0.1 0.497
H -3.90573 -1.65754 0.13549 0.2 0.0 0.0 0.502
O -3.33632 -1.02512 0.59135 -0.2 0.1 0.2 -0.971
```
Forces are in eV/Å.

Values from the calculation:
Net charge ... +1

---

(7)
The following is a DFT calculation (ωB97M-V/def2-TZVPD) of a 2-piece molecular cluster, C3H12NO2 overall at a distorted geometry.

Structure (XYZ):
```
18
Properties=species:S:1:pos:R:3:forces:R:3:nbo_charge:R:1
C -0.71871 0.26054 0.50406 0.2 -3.1 -0.1 -0.120
O -0.84175 1.11486 1.66176 1.6 -0.9 -0.4 -0.743
C -1.30204 0.82787 -0.83640 0.4 -0.4 2.7 -0.070
C -0.58290 0.25049 -2.07908 1.4 -0.8 0.6 -0.665
N -0.97121 2.25698 -0.53166 -1.0 4.3 -1.1 -0.722
H -1.42208 -0.53141 0.79356 0.6 -0.6 -0.6 0.209
H 0.35942 -0.21601 0.36568 -2.1 1.3 0.3 0.199
H -0.30122 0.54011 2.26073 -0.8 1.4 0.2 0.514
H -2.42440 0.79006 -0.62922 1.3 -0.2 -1.4 0.247
H 0.53403 0.08944 -1.93498 -1.2 0.8 0.5 0.241
H -0.77961 -0.75681 -2.49700 -1.1 0.5 0.8 0.284
H -0.66660 0.92085 -2.88576 -0.3 0.9 -1.2 0.236
H 0.06115 2.50122 -0.56758 -1.4 -0.6 0.4 0.453
H -1.39393 2.48025 0.45040 1.5 -0.5 -1.7 0.488
H -1.42807 3.02995 -1.16345 0.9 -2.0 1.0 0.449
H 4.65797 -4.95847 2.30273 -1.3 1.0 0.5 0.480
H 3.22213 -4.27207 2.08117 1.5 -0.3 0.9 0.467
O 3.99782 -4.32785 2.70506 -0.2 -0.7 -1.4 -0.947
```
Forces are in eV/Å.

Values from the calculation:
Net charge ... +1

---

(8)
The following is a DFT calculation (ωB97M-V/def2-TZVPD) of a 2-piece molecular cluster, C3H12NO2 overall at a distorted geometry.

Structure (XYZ):
```
18
Properties=species:S:1:pos:R:3:forces:R:3:nbo_charge:R:1
C 1.22727 0.41100 -0.60352 0.4 0.1 0.9 -0.081
O 1.91281 1.63887 -0.43567 0.0 0.0 0.4 -0.715
C 0.26276 0.15820 0.54968 -0.8 0.1 -0.9 -0.072
C -0.47197 -1.15902 0.42956 0.2 0.3 0.0 -0.641
N 1.01298 0.28588 1.83496 -0.3 -2.9 0.3 -0.661
H 0.67342 0.33462 -1.53687 0.1 -0.1 -0.1 0.221
H 2.02383 -0.33536 -0.52722 -0.1 -0.1 -0.5 0.190
H 1.31655 2.39533 -0.48593 -0.1 0.0 -0.3 0.483
H -0.47235 0.96243 0.55416 0.0 0.1 0.2 0.217
H -0.96609 -1.16960 -0.54021 -0.2 0.1 0.1 0.268
H -1.20628 -1.22538 1.22618 -0.2 -0.3 0.0 0.230
H 0.20400 -2.00753 0.43085 0.1 -0.2 0.2 0.227
H 1.71418 -0.45791 1.91855 0.1 -0.1 -0.3 0.434
H 1.52967 1.11037 1.81586 1.1 2.3 0.2 0.450
H 0.46367 0.14380 2.68559 -0.3 0.6 -0.2 0.447
H -3.09192 -1.16150 -2.43866 -0.2 0.3 -0.1 0.477
H -3.37159 0.35132 -2.24756 -0.4 0.1 0.1 0.476
O -2.76095 -0.27553 -2.62975 0.6 -0.3 0.1 -0.950
```
Forces are in eV/Å.

Values from the calculation:
Net charge ... +1

---

(9)
The following is a DFT calculation (ωB97M-V/def2-TZVPD) of a 2-piece molecular cluster, C3H12NO2 overall at a distorted geometry.

Structure (XYZ):
```
18
Properties=species:S:1:pos:R:3:forces:R:3:nbo_charge:R:1
C 0.40004 -0.04050 1.15250 -2.6 1.3 0.1 -0.263
C -0.12935 -1.22198 0.16492 1.7 0.2 4.1 0.100
C -1.59117 -1.39414 0.24245 -3.5 -0.4 0.4 -0.671
O 0.29822 -0.88603 -1.07640 1.2 -0.9 -3.1 -0.745
N 1.52543 0.66020 0.47560 0.0 4.3 1.7 -0.708
H -0.43929 0.71728 1.15836 0.9 -0.6 -0.1 0.214
H 0.56215 -0.16456 2.28448 0.3 -0.7 -2.0 0.255
H 0.46267 -2.02311 0.72054 -1.0 -0.2 -1.6 0.182
H -1.95551 -1.54057 1.28827 0.5 -0.2 -0.6 0.238
H -1.88443 -2.32155 -0.31776 0.2 0.8 0.5 0.241
H -2.34043 -0.56734 -0.12271 2.1 -1.1 0.2 0.238
H 0.28271 -1.62917 -1.75936 -0.1 1.3 1.7 0.517
H 1.11094 1.53996 0.00923 0.4 -1.4 0.1 0.489
H 1.98015 0.20385 -0.26652 0.6 -1.5 -1.2 0.450
H 2.24154 1.08628 1.12395 -0.8 -1.0 -0.6 0.441
H 0.28113 2.51589 -2.37973 -0.6 -0.2 2.2 0.509
H -0.85691 2.65199 -1.30026 -0.9 0.3 -0.1 0.495
O 0.05212 2.41349 -1.39755 1.7 -0.2 -1.8 -0.982
```
Forces are in eV/Å.

Values from the calculation:
Net charge ... +1

---

(10)
The following is a DFT calculation (ωB97M-V/def2-TZVPD) of a 2-piece molecular cluster, C3H12NO2 overall at a distorted geometry.

Structure (XYZ):
```
18
Properties=species:S:1:pos:R:3:forces:R:3:nbo_charge:R:1
O -1.58904 1.63723 0.29325 0.4 -0.8 0.2 -0.743
C -0.69601 1.60614 -0.80172 -0.8 -0.5 -1.1 -0.087
C -0.61012 0.09584 -1.10009 1.2 1.5 0.0 -0.239
N 0.05775 -0.48787 0.11823 -1.5 -2.9 -1.0 -0.516
C -0.37173 -1.93659 0.19439 -0.2 -0.2 1.7 -0.435
H -1.83544 2.51748 0.53641 -0.1 0.9 0.2 0.501
H -1.12159 2.12678 -1.66188 0.0 -0.1 -0.1 0.202
H 0.27076 2.07145 -0.61900 0.2 -0.2 0.3 0.185
H -0.03598 -0.19676 -1.97545 0.4 0.3 0.0 0.234
H -1.60122 -0.30648 -1.28740 -0.1 -0.1 0.7 0.242
H -0.32187 -0.04667 0.95498 0.3 0.5 0.0 0.452
H 1.09365 -0.54098 0.14083 -0.6 1.2 -0.2 0.476
H -1.42725 -2.01891 0.47336 0.0 0.3 -0.9 0.240
H 0.06608 -2.36423 1.08906 0.7 -0.1 0.0 0.226
H -0.07002 -2.51672 -0.67088 -0.2 0.3 -0.2 0.238
H 2.94692 0.85296 1.59355 -0.6 -0.3 -0.7 0.512
H 2.81149 -0.63498 1.57534 0.0 -0.2 -0.1 0.489
O 2.43359 0.14234 1.14702 1.0 0.4 0.9 -0.979
```
Forces are in eV/Å.

Values from the calculation:
Net charge ... +1

---

Gap between HOMO and LUMO for every record listed, in sequence, given in eV: 5.9 11.2 12.6 13.2 12.4 11.3 9.7 11.0 11.5 11.8.
Relative energy (zero: lowest compared OMol25 entry of this formula, charge and spin) for every record listed, in sequence, given in kcal per mole: 84.8 32.7 3.3 24.9 25.4 14.3 56.7 19.8 34.8 20.1.
Total energy for every record listed, in sequence, given in Ha: -889.516366 -251.218220 -251.265147 -251.230645 -251.229863 -326.490358 -326.422746 -326.481570 -326.457625 -326.481013.